139
Properties=species:S:1:pos:R:3:forces:R:3:lowdin_charge:R:1 method="wB97M-V/def2-TZVPD" homo_lumo_gap_ev=9.366 spin_multiplicity=1 charge=0
C 2.815323 -4.128609 0.193544 0.284 -0.602 0.081 -0.11
O 3.633239 -3.233153 -0.546123 -0.463 0.007 -0.074 -0.20
C 3.161461 -1.899316 -0.499674 -0.492 0.932 -0.004 -0.24
C 3.175969 -1.223491 -1.878227 0.980 -0.646 -0.328 -0.17
C 2.561252 -2.054645 -3.030049 -0.636 0.471 0.208 -0.17
C 1.210588 -2.751728 -2.725556 0.073 -0.087 -0.565 -0.17
C -0.051318 -2.002172 -3.232929 -0.353 -1.197 0.574 -0.12
C -1.014801 -1.621691 -2.106186 -0.073 0.498 -0.305 -0.31
C -0.417613 -0.616035 -1.116622 0.103 0.336 -0.148 -0.16
O -0.949719 0.695573 -1.329341 0.252 -0.167 0.288 -0.17
C 0.002802 1.624367 -0.823175 0.191 0.009 -0.053 -0.11
O -1.434745 -2.807762 -1.412835 0.062 0.173 -0.375 -0.17
C -2.630922 -2.572889 -0.719084 -0.605 -0.576 0.697 -0.12
H 2.955692 -5.130192 -0.227003 0.029 0.139 0.139 0.07
H 1.743636 -3.913767 0.127582 0.169 0.187 -0.053 0.08
H 3.112708 -4.160598 1.251625 -0.115 0.047 -0.117 0.09
H 2.132223 -1.862203 -0.113779 0.174 -0.196 0.019 0.10
H 3.754371 -1.301059 0.209441 -0.013 -0.132 -0.113 0.12
H 2.734956 -0.221313 -1.826551 -0.100 -0.209 0.248 0.10
H 4.233198 -1.055983 -2.142389 -0.205 0.076 0.016 0.11
H 2.368605 -1.350405 -3.853532 0.182 -0.185 0.048 0.10
H 3.275634 -2.778217 -3.431699 -0.005 0.035 0.355 0.11
H 1.229232 -3.719069 -3.247732 -0.039 0.389 0.322 0.08
H 1.057236 -2.986401 -1.667903 0.266 0.114 -0.084 0.09
H 0.165237 -1.148724 -3.882194 0.050 0.055 0.267 0.11
H -0.610529 -2.722222 -3.842353 0.154 0.314 -0.131 0.08
H -1.915267 -1.200213 -2.581218 0.173 0.245 0.193 0.14
H -0.568324 -0.910502 -0.065826 -0.105 -0.064 -0.190 0.13
H 0.669857 -0.553265 -1.257679 -0.147 -0.202 -0.040 0.09
H 0.396617 1.297189 0.153582 -0.083 0.196 -0.228 0.06
H -0.435053 2.622636 -0.732740 -0.170 -0.224 -0.074 0.08
H 0.848151 1.687561 -1.525502 -0.026 0.048 0.178 0.09
H -2.584384 -1.759169 0.016822 0.211 0.055 -0.228 0.09
H -2.863840 -3.484501 -0.154511 0.107 0.114 -0.114 0.10
H -3.484629 -2.382103 -1.385598 0.215 0.145 -0.075 0.08
C 1.740460 0.683556 3.124162 0.302 0.010 0.113 -0.69
O 1.918016 0.642941 1.911731 -0.130 -0.079 0.063 0.01
N 1.923046 1.820753 3.848185 -0.094 0.133 -0.254 0.15
N 1.338802 -0.413021 3.834148 -0.044 -0.190 -0.071 0.16
H 1.780424 1.875263 4.838832 -0.060 -0.052 0.008 0.11
H 2.222979 2.652591 3.346093 0.214 -0.116 0.120 0.06
H 1.195524 -1.264545 3.323749 0.005 0.001 -0.005 0.10
H 1.183148 -0.406809 4.823424 0.000 0.050 0.015 0.09
C -1.393473 3.725231 3.021583 0.081 -0.059 0.052 -0.68
O -0.944303 4.309869 3.998774 -0.095 -0.072 -0.070 0.01
N -0.784265 2.635593 2.476835 0.003 -0.100 0.045 0.18
N -2.546310 4.120600 2.401263 -0.039 0.432 -0.155 0.15
H -1.135595 2.141729 1.678338 -0.042 0.058 -0.028 0.08
H 0.068919 2.317032 2.905699 -0.064 0.135 -0.035 0.05
H -3.025978 4.923142 2.778490 -0.214 -0.102 0.205 0.06
H -2.935035 3.653644 1.603796 0.014 -0.126 0.052 0.09
C 2.255208 -8.010600 1.288283 0.005 0.065 0.128 -0.69
O 1.462131 -7.093582 1.442990 0.057 -0.034 -0.044 0.01
N 2.779800 -8.716463 2.326105 -0.254 0.082 -0.073 0.16
N 2.685314 -8.392943 0.046114 0.004 0.023 -0.218 0.15
H 3.437378 -9.462718 2.216693 0.081 0.037 0.052 0.08
H 2.496097 -8.460027 3.253142 0.158 -0.041 0.076 0.09
H 2.317408 -7.892064 -0.740343 -0.034 -0.001 0.002 0.10
H 3.339601 -9.134555 -0.111926 0.045 0.007 0.042 0.09
C -4.957283 6.495381 4.915628 0.115 -0.075 0.153 -0.68
O -4.773286 6.050176 3.787157 0.047 0.064 -0.229 -0.01
N -4.507273 5.868939 6.031426 0.205 -0.211 0.113 0.17
N -5.629394 7.657809 5.144832 -0.101 0.189 -0.124 0.16
H -4.654800 6.227933 6.961845 -0.263 0.072 -0.030 0.05
H -4.004613 5.009954 5.904921 0.049 0.032 -0.107 0.11
H -5.978549 8.152866 4.347030 0.003 -0.006 -0.017 0.10
H -5.790931 8.028551 6.063675 0.017 -0.128 0.061 0.09
C 0.044914 -4.971104 -6.142546 -0.109 0.207 0.028 -0.66
O 0.570193 -4.517219 -5.139158 -0.003 -0.264 -0.235 0.03
N 0.498667 -6.101229 -6.761513 0.088 -0.149 0.004 0.15
N -1.039096 -4.377727 -6.722305 -0.085 0.054 0.059 0.17
H 0.083465 -6.489051 -7.586098 -0.023 0.035 -0.016 0.09
H 1.295035 -6.555939 -6.357216 0.015 0.015 0.009 0.10
H -1.392951 -3.541103 -6.288787 -0.015 0.090 0.041 0.08
H -1.488798 -4.725867 -7.546449 0.045 -0.034 -0.030 0.09
C 5.471250 -9.722736 4.621116 -0.064 0.114 0.033 -0.68
O 4.315834 -9.360424 4.779263 0.064 -0.107 -0.031 0.01
N 6.533703 -8.922251 4.916708 0.034 0.061 0.109 0.16
N 5.788949 -10.958115 4.131562 -0.053 -0.108 -0.083 0.15
H 7.488905 -9.195616 4.790816 0.000 -0.021 -0.049 0.09
H 6.331923 -8.007354 5.272988 -0.021 0.018 -0.029 0.10
H 5.029034 -11.572632 3.909372 -0.010 -0.021 0.048 0.10
H 6.728288 -11.275935 3.990235 0.023 0.035 -0.008 0.09
C 4.134549 4.574721 1.996302 0.022 -0.070 -0.097 -0.66
O 3.207672 4.019821 2.566277 0.011 0.191 0.039 0.02
N 4.353280 5.915433 2.100785 -0.060 0.099 0.097 0.16
N 5.014101 3.892368 1.211587 0.035 -0.142 -0.001 0.16
H 5.103896 6.393750 1.641879 0.017 -0.029 -0.032 0.09
H 3.716696 6.440435 2.670885 -0.023 -0.011 -0.004 0.11
H 4.868936 2.903930 1.114351 -0.049 -0.002 -0.011 0.11
H 5.780264 4.322064 0.730693 -0.010 0.044 -0.005 0.09
C -2.984788 7.084338 -1.217968 0.006 -0.024 0.039 -0.67
O -3.185811 7.686568 -2.265224 -0.031 0.136 -0.025 0.01
N -3.916529 7.005775 -0.228625 -0.123 0.020 0.033 0.16
N -1.812998 6.442383 -0.956896 0.161 -0.049 -0.060 0.16
H -3.770019 6.518866 0.636586 0.011 0.036 0.033 0.09
H -4.793062 7.465404 -0.383154 -0.025 -0.011 -0.001 0.10
H -1.101107 6.477264 -1.661811 -0.008 -0.006 -0.022 0.10
H -1.631673 5.944339 -0.104479 -0.039 0.020 0.033 0.09
C -3.645207 -3.017739 -4.786350 -0.118 -0.280 0.267 -0.66
O -2.825699 -2.138532 -5.026405 -0.007 0.104 -0.303 0.00
N -3.525737 -3.843553 -3.714533 0.235 0.165 0.058 0.19
N -4.735423 -3.235077 -5.579287 0.029 0.084 -0.158 0.16
H -4.176881 -4.574642 -3.502795 -0.029 -0.010 -0.044 0.10
H -2.725887 -3.709751 -3.110586 0.034 -0.049 -0.013 0.09
H -4.850181 -2.639660 -6.377056 -0.029 0.021 0.004 0.10
H -5.417230 -3.947204 -5.402627 0.007 -0.018 0.047 0.09
C -1.390425 1.325558 -7.074948 0.253 0.094 0.162 -0.69
O -0.562282 2.193053 -7.306510 -0.128 -0.085 -0.042 0.01
N -1.307923 0.491809 -6.002533 -0.024 -0.045 0.010 0.17
N -2.476328 1.120938 -7.882746 -0.141 0.015 -0.216 0.14
H -1.980046 -0.227236 -5.799565 -0.007 -0.128 0.084 0.05
H -0.526530 0.614870 -5.387459 0.001 0.031 0.013 0.09
H -2.571452 1.717423 -8.682071 0.016 0.027 0.007 0.10
H -3.168367 0.417772 -7.712285 0.022 -0.017 0.076 0.08
C -4.485333 10.375484 -5.092650 0.079 -0.019 -0.214 -0.69
O -4.743893 10.948281 -6.141739 -0.017 -0.030 0.150 0.01
N -5.192306 10.596729 -3.943796 -0.184 0.122 0.185 0.14
N -3.478078 9.469802 -4.971114 0.160 -0.060 0.052 0.16
H -4.995423 10.132628 -3.076876 0.077 -0.081 -0.050 0.08
H -5.944752 11.256220 -3.988106 -0.001 0.012 -0.035 0.10
H -2.934936 9.274329 -5.789547 -0.022 0.015 -0.038 0.10
H -3.261321 8.995280 -4.110716 -0.048 -0.122 0.063 0.06
C -5.476524 6.324148 9.673008 -0.012 0.007 0.057 -0.66
O -5.685890 6.910058 8.617834 0.132 -0.038 -0.012 0.01
N -6.406352 6.268207 10.665417 -0.110 0.068 -0.017 0.16
N -4.300784 5.685704 9.935521 0.049 0.011 -0.129 0.16
H -6.261503 5.796974 11.537140 0.037 -0.016 0.002 0.10
H -7.281662 6.728620 10.500356 -0.008 0.000 -0.013 0.11
H -3.591798 5.712366 9.226816 0.048 0.011 0.033 0.10
H -4.111215 5.201028 10.791294 -0.026 -0.007 0.018 0.10
C 7.114393 -5.837252 0.476557 -0.148 -0.150 -0.118 -0.69
O 7.398015 -7.001836 0.233685 0.019 0.122 0.077 0.01
N 5.954968 -5.258755 0.061994 0.064 -0.030 0.052 0.17
N 7.947657 -5.019316 1.190129 0.165 0.033 0.137 0.14
H 5.699473 -4.305172 0.246760 -0.083 0.008 -0.125 0.08
H 5.324175 -5.830947 -0.465934 -0.042 0.016 -0.017 0.10
H 8.811811 -5.412399 1.509580 0.012 -0.016 -0.022 0.10
H 7.739312 -4.062856 1.401617 -0.047 0.010 -0.035 0.09